16
Properties=species:S:1:pos:R:3 method="wB97M-V/def2-TZVPD" gap_ev=9.07 de_lowest_kj_mol=563.08 e_tot_ha=-362.8711 spin_multiplicity=1 max_force_ev_per_a=7.60
C 1.838 -0.048 -1.316
C 1.851 -0.042 0.086
N 0.589 0.400 0.712
C -0.612 0.005 -0.036
C -1.825 0.171 0.853
O -3.056 -0.256 0.258
O 2.818 0.067 0.826
H 1.815 0.904 -1.848
H 2.652 -0.602 -1.781
H 1.509 -1.114 -0.685
H 0.718 1.406 0.742
H -0.530 -1.064 -0.257
H -0.722 0.358 -1.066
H -1.679 -0.410 1.761
H -1.997 1.240 0.993
H -3.368 -1.014 0.756

16
Properties=species:S:1:pos:R:3 method="wB97M-V/def2-TZVPD" gap_ev=10.85 de_lowest_kj_mol=180.11 e_tot_ha=-363.0169 spin_multiplicity=1 max_force_ev_per_a=0.49
C -2.526 1.000 1.127
C -1.456 0.165 0.503
N -0.728 0.482 -0.485
C 0.827 -1.439 -0.530
O 1.035 -1.551 0.655
O 1.637 -0.839 -1.404
C 2.745 -0.173 -0.808
H -2.791 1.840 0.477
H -3.418 0.405 1.343
H -2.148 1.391 2.078
H -1.245 -0.805 0.970
H -0.040 -1.861 -1.052
H -0.959 1.398 -0.868
H 3.320 0.244 -1.634
H 2.402 0.624 -0.141
H 3.345 -0.881 -0.232

16
Properties=species:S:1:pos:R:3 method="wB97M-V/def2-TZVPD" gap_ev=10.42 de_lowest_kj_mol=269.54 e_tot_ha=-362.9829 spin_multiplicity=1 max_force_ev_per_a=1.48
C -0.344 1.669 1.412
C 0.521 1.738 0.204
N 0.649 0.873 -0.723
C -0.213 -0.230 -0.665
O -1.316 -0.206 -0.156
O 0.268 -1.243 -1.383
C -0.592 -2.373 -1.522
H -0.353 0.737 1.982
H 2.250 0.068 1.697
H -0.235 2.532 2.076
H -1.250 1.615 0.837
H 0.836 2.760 -0.027
H 2.154 0.051 0.966
H -0.044 -3.068 -2.159
H -0.789 -2.826 -0.548
H -1.542 -2.098 -1.991

16
Properties=species:S:1:pos:R:3 method="wB97M-V/def2-TZVPD" gap_ev=11.07 de_lowest_kj_mol=170.36 e_tot_ha=-363.0206 spin_multiplicity=1 max_force_ev_per_a=0.53
C -2.470 0.958 1.154
C -1.339 0.305 0.421
N -0.697 0.738 -0.587
C 0.931 -1.691 -0.555
O 0.978 -1.652 0.651
O 1.746 -1.052 -1.385
C 2.594 -0.091 -0.754
H -2.794 1.889 0.679
H -3.321 0.271 1.223
H -2.149 1.172 2.181
H -1.011 -0.656 0.826
H 0.203 -2.282 -1.128
H -1.064 1.645 -0.890
H 3.261 0.276 -1.534
H 1.972 0.718 -0.361
H 3.160 -0.550 0.059

16
Properties=species:S:1:pos:R:3 method="wB97M-V/def2-TZVPD" gap_ev=10.49 de_lowest_kj_mol=130.14 smiles="CNC(=O)CCO" e_tot_ha=-363.0360 spin_multiplicity=1 max_force_ev_per_a=2.98
C 0.104 0.248 -0.946
C -1.123 0.462 -1.867
O -1.180 1.656 -2.612
C -0.193 -0.093 0.496
N 0.905 -0.126 1.290
C 0.900 -0.843 2.553
O -1.238 -0.596 0.862
H 0.534 1.265 -0.892
H 0.823 -0.406 -1.399
H -1.256 -0.469 -2.422
H -1.932 0.495 -1.152
H -0.980 1.396 -3.520
H 1.821 0.157 0.999
H 0.278 -1.729 2.488
H 0.613 -0.232 3.401
H 1.924 -1.183 2.719

16
Properties=species:S:1:pos:R:3 method="wB97M-V/def2-TZVPD" gap_ev=4.09 de_lowest_kj_mol=795.82 e_tot_ha=-362.7824 spin_multiplicity=1 max_force_ev_per_a=2.44
C 0.962 0.264 1.261
N 2.001 -0.109 0.364
C -2.380 0.079 -0.681
C -2.299 -0.967 0.236
O -1.290 -1.431 0.813
C 1.787 0.569 -1.038
O 1.152 1.684 -0.904
H 1.300 0.024 2.269
H 0.847 1.343 1.062
H 0.004 -0.302 1.006
H 2.144 -1.116 0.306
H -1.553 0.528 -1.200
H -3.329 -1.181 0.630
H -3.387 0.249 -1.030
H 2.791 0.614 -1.489
H 1.249 -0.248 -1.604

16
Properties=species:S:1:pos:R:3 method="wB97M-V/def2-TZVPD" gap_ev=8.79 de_lowest_kj_mol=283.69 e_tot_ha=-362.9775 spin_multiplicity=1 max_force_ev_per_a=0.63
C -2.550 -0.192 0.471
N -1.282 -0.298 -0.247
C -0.235 0.392 0.055
C 0.720 0.923 -1.114
O -0.029 1.113 -2.085
O 1.893 1.130 -0.852
C 2.259 -0.691 0.984
H -2.405 -0.343 1.541
H -3.266 -0.918 0.090
H -2.927 0.819 0.293
H -1.321 -0.545 -1.237
H 1.233 -0.613 0.619
H -0.218 0.821 1.058
H 2.633 0.293 1.270
H 2.858 -1.047 0.144
H 2.221 -1.385 1.818

16
Properties=species:S:1:pos:R:3 method="wB97M-V/def2-TZVPD" gap_ev=10.67 de_lowest_kj_mol=307.03 e_tot_ha=-362.9686 spin_multiplicity=1 max_force_ev_per_a=0.61
C -1.825 -0.703 -0.186
O -1.217 -0.497 1.071
C 0.183 -0.682 1.023
C 0.833 0.323 0.095
N 1.358 0.053 -1.037
O 1.318 -1.305 -1.343
C 0.776 1.767 0.499
H -2.901 -0.772 -0.016
H -1.624 0.130 -0.875
H -1.469 -1.630 -0.657
H 0.433 -1.705 0.719
H 0.541 -0.517 2.044
H 1.746 -1.331 -2.208
H 1.414 1.954 1.371
H -0.250 2.026 0.783
H 1.101 2.409 -0.323

16
Properties=species:S:1:pos:R:3 method="wB97M-V/def2-TZVPD" gap_ev=10.70 de_lowest_kj_mol=121.62 smiles="CCC=O.NC=O" e_tot_ha=-363.0392 spin_multiplicity=1 max_force_ev_per_a=0.46
C 1.046 2.295 -0.249
C 0.767 0.117 -1.267
O 1.361 -0.886 -0.939
C 0.099 1.080 -0.328
C -1.597 -1.849 -0.281
O -2.793 -1.719 -0.437
N -0.992 -2.250 0.867
H 1.684 2.223 0.635
H 0.504 3.242 -0.221
H 1.712 2.328 -1.121
H 0.737 0.435 -2.333
H -0.861 -1.638 -1.071
H -0.054 0.607 0.647
H -0.881 1.364 -0.730
H -1.566 -2.603 1.618
H 0.008 -2.371 0.901

16
Properties=species:S:1:pos:R:3 method="wB97M-V/def2-TZVPD" gap_ev=9.77 de_lowest_kj_mol=215.16 smiles="[H]/N=C/O.C/C=C/O" e_tot_ha=-363.0036 spin_multiplicity=1 max_force_ev_per_a=0.73
C 1.401 -1.487 -0.090
C 1.181 -0.013 0.039
C 0.882 0.809 -0.962
O 0.742 2.160 -0.755
N -1.286 -0.494 1.378
C -2.034 0.333 0.779
O -1.980 0.523 -0.546
H 1.019 -2.004 0.792
H 2.465 -1.723 -0.190
H 0.872 -1.912 -0.949
H 1.260 0.425 1.029
H 0.811 0.461 -1.995
H -1.147 0.093 -0.821
H -0.072 2.435 -1.189
H -1.426 -0.440 2.382
H -2.789 0.983 1.220

16
Properties=species:S:1:pos:R:3 method="wB97M-V/def2-TZVPD" gap_ev=10.57 de_lowest_kj_mol=129.87 smiles="C[C@@H](CO)NC=O" e_tot_ha=-363.0361 spin_multiplicity=1 max_force_ev_per_a=1.38
C -1.089 1.474 -0.234
C -0.279 0.271 0.241
C -1.024 -1.047 0.136
O -0.440 -2.059 0.910
N 0.959 0.207 -0.508
C 2.156 -0.234 -0.030
O 2.345 -1.169 0.725
H -0.501 2.398 -0.188
H -1.971 1.599 0.400
H -1.433 1.337 -1.267
H 0.007 0.428 1.288
H -2.056 -0.917 0.478
H -1.047 -1.302 -0.938
H 0.530 -2.006 0.822
H 0.962 0.505 -1.472
H 2.883 0.516 -0.361

16
Properties=species:S:1:pos:R:3 method="wB97M-V/def2-TZVPD" gap_ev=9.29 de_lowest_kj_mol=469.81 e_tot_ha=-362.9066 spin_multiplicity=1 max_force_ev_per_a=1.16
C 0.378 2.395 -0.339
N -0.956 1.855 -0.379
C -1.725 0.991 -0.211
O -1.227 -0.926 0.398
C -0.344 -1.435 -0.549
C 1.059 -1.516 0.079
O 1.259 -0.361 0.875
H 1.058 1.608 0.007
H 0.646 2.730 -1.343
H 0.383 3.250 0.340
H -2.344 0.072 -0.115
H -0.648 -2.435 -0.902
H -0.283 -0.787 -1.454
H 1.137 -2.419 0.706
H 1.846 -1.557 -0.683
H 0.365 -0.261 1.264

16
Properties=species:S:1:pos:R:3 method="wB97M-V/def2-TZVPD" gap_ev=9.84 de_lowest_kj_mol=112.24 smiles="C/C=C/N.O=CO" e_tot_ha=-363.0428 spin_multiplicity=1 max_force_ev_per_a=0.46
C 2.154 0.644 -1.343
C 1.145 1.147 -0.369
C -0.083 0.685 -0.282
N -1.017 1.080 0.718
H 1.756 -0.165 -1.951
H 2.502 1.417 -2.030
H 3.041 0.290 -0.822
H 1.438 1.956 0.289
H -0.421 -0.117 -0.913
H -0.658 1.882 1.225
H -1.901 1.368 0.308
H -1.193 -0.676 1.395
O -1.885 -2.143 -0.260
C -1.717 -2.406 0.901
O -1.318 -1.555 1.827
H -1.843 -3.408 1.306

16
Properties=species:S:1:pos:R:3 method="wB97M-V/def2-TZVPD" gap_ev=10.47 de_lowest_kj_mol=277.15 e_tot_ha=-362.9800 spin_multiplicity=1 max_force_ev_per_a=4.27
C 2.233 1.265 -0.822
C 1.033 1.142 0.209
N 0.007 0.355 -0.405
C -0.710 -0.262 0.581
O -0.189 -0.772 1.548
O -2.011 -0.403 0.259
C -2.262 -1.808 0.251
H 1.985 1.568 -1.852
H 3.061 1.880 -0.464
H 2.657 0.244 -0.940
H 1.424 0.619 1.058
H 0.212 1.811 1.041
H -0.502 0.807 -1.159
H -3.225 -1.945 -0.231
H -1.468 -2.285 -0.337
H -2.245 -2.216 1.263

16
Properties=species:S:1:pos:R:3 method="wB97M-V/def2-TZVPD" gap_ev=9.84 de_lowest_kj_mol=150.96 smiles="CNCC(=O)OC" e_tot_ha=-363.0280 spin_multiplicity=1 max_force_ev_per_a=0.68
C 1.647 1.896 -0.211
N 0.803 1.048 -1.038
C -0.182 0.284 -0.316
C 0.346 -0.999 0.324
O 1.524 -1.222 0.446
O -0.557 -1.900 0.777
C -1.961 -1.739 0.559
H 1.039 2.700 0.223
H 2.391 2.365 -0.862
H 2.167 1.364 0.598
H 1.393 0.406 -1.557
H -1.010 0.043 -0.989
H -0.601 0.903 0.488
H -2.464 -2.210 1.405
H -2.260 -2.248 -0.367
H -2.275 -0.692 0.520

16
Properties=species:S:1:pos:R:3 method="wB97M-V/def2-TZVPD" gap_ev=11.04 de_lowest_kj_mol=165.63 e_tot_ha=-363.0225 spin_multiplicity=1 max_force_ev_per_a=0.53
C -0.755 0.676 2.758
C -0.471 0.197 1.364
N -1.067 -0.731 0.731
C 1.950 -0.109 -1.499
O 1.585 0.911 -0.966
O 1.232 -0.866 -2.316
C -0.132 -0.450 -2.505
H -1.575 0.117 3.222
H 0.140 0.579 3.383
H -1.017 1.741 2.739
H 0.334 0.710 0.830
H 2.953 -0.545 -1.378
H -1.803 -1.146 1.310
H -0.524 -1.096 -3.290
H -0.682 -0.585 -1.568
H -0.168 0.598 -2.815

16
Properties=species:S:1:pos:R:3 method="wB97M-V/def2-TZVPD" gap_ev=9.95 de_lowest_kj_mol=308.46 smiles="C=C(O)N(C)CO" e_tot_ha=-362.9681 spin_multiplicity=1 max_force_ev_per_a=6.20
C -0.858 1.130 -0.212
C 0.729 0.545 1.494
N -0.347 0.120 0.615
C 0.118 -1.045 -0.411
C 1.364 -1.316 -0.785
O -0.928 -1.778 -0.888
O -2.003 0.815 -0.892
H -1.723 -1.531 -0.396
H -1.778 0.498 -1.777
H -0.111 1.663 -0.826
H -1.218 1.842 0.755
H 1.217 -0.347 1.879
H 0.290 1.110 2.316
H 1.476 1.176 0.998
H 1.585 -2.201 -1.359
H 2.188 -0.682 -0.511

16
Properties=species:S:1:pos:R:3 method="wB97M-V/def2-TZVPD" gap_ev=9.64 de_lowest_kj_mol=416.95 e_tot_ha=-362.9267 spin_multiplicity=1 max_force_ev_per_a=3.25
N 1.305 0.756 0.986
C 0.660 1.661 0.202
O 0.762 2.878 0.187
C -0.201 1.022 -0.800
C 0.200 -0.075 -1.460
C -0.798 -1.870 -0.193
O -0.611 -1.831 1.014
H 1.794 1.169 1.759
H 1.001 -0.208 1.132
H -1.155 0.338 1.709
H -0.959 1.693 -1.186
H -0.258 -0.295 -2.417
H 1.204 -0.472 -1.325
H -1.713 -1.733 -0.808
H -0.117 -2.602 -0.624
H -1.113 -0.431 1.823

16
Properties=species:S:1:pos:R:3 method="wB97M-V/def2-TZVPD" gap_ev=10.82 de_lowest_kj_mol=182.50 smiles="C/N=C/OCCO" e_tot_ha=-363.0160 spin_multiplicity=1 max_force_ev_per_a=0.46
C 2.191 -0.416 -1.066
N 0.887 0.051 -0.639
C 0.842 0.847 0.344
O -0.257 1.294 0.948
C -1.565 0.831 0.556
C -1.701 -0.678 0.326
O -1.621 -1.044 -1.023
H 2.248 -1.499 -0.910
H 2.325 -0.235 -2.137
H 3.024 0.054 -0.522
H 1.730 1.256 0.840
H -2.192 1.151 1.393
H -1.886 1.361 -0.349
H -0.952 -1.198 0.946
H -2.688 -0.997 0.678
H -0.721 -0.772 -1.286

16
Properties=species:S:1:pos:R:3 method="wB97M-V/def2-TZVPD" gap_ev=10.49 de_lowest_kj_mol=279.10 e_tot_ha=-362.9792 spin_multiplicity=1 max_force_ev_per_a=3.34
C 0.883 -1.204 -1.721
C 0.409 -0.800 -0.358
O 1.045 -1.120 0.628
C -0.626 0.321 -0.421
C -1.337 0.924 0.795
O -2.450 1.411 0.733
N -0.611 0.915 1.954
H 1.672 -0.463 -1.883
H 0.158 -1.110 -2.532
H 1.336 -2.194 -1.711
H -0.955 -1.986 0.418
H -0.598 -1.624 1.069
H 0.089 1.084 -0.748
H -1.337 0.189 -1.243
H -1.050 1.399 2.723
H 0.391 0.996 1.899